[1]
Formula: H4N3OPS
Source: the OMol25 dataset
Level of theory: wB97M-V/def2-TZVPD

E, eV: -26707.184
HOMO, eV: -8.1
Maximum force, eV Å⁻¹: 2.9
ΔE to the lowest compared entry with this formula, charge and spin, kcal per mole: 8.0
LUMO, eV: 0.457

Structure (ORCA input):
```
! RIJCOSX wB97M-V def2-TZVPD def2/J DEFGRID3
* xyz 0 1
N -0.647 0.368 -1.150
N 0.578 -1.468 -0.291
N -0.676 0.541 1.385
O 1.732 0.867 0.351
P 0.448 0.201 0.171
S -0.280 -1.171 -1.790
H -0.725 1.056 -1.826
H 1.554 -1.953 -0.381
H -1.651 0.872 1.199
H -0.332 0.685 2.331
*
```

Atomic partial charges in e from the Mulliken method, atoms 1 to 5:
1. N -0.359
2. N -0.437
3. N -0.481
4. O -0.623
5. P 0.829

[2]
Formula: C5H7NO
Source: the OMol25 dataset
Level of theory: wB97M-V/def2-TZVPD

E, eV: -8835.989
HOMO, eV: -8.7
Maximum force, eV Å⁻¹: 0.5
SMILES: C[C@H]1C=CNC1=O
ΔE to the lowest compared entry with this formula, charge and spin, kcal per mole: 4.9
LUMO, eV: 0.947

Structure (ORCA input):
```
! RIJCOSX wB97M-V def2-TZVPD def2/J DEFGRID3
* xyz 0 1
C 0.798 -0.592 -1.578
C -0.196 -0.503 -0.411
C 0.271 -0.798 1.022
C -0.159 0.182 1.826
N -0.882 1.145 1.109
C -0.717 0.932 -0.246
O -0.920 1.750 -1.114
H 1.045 -1.627 -1.835
H 1.719 -0.064 -1.324
H 0.394 -0.120 -2.484
H -1.092 -1.085 -0.708
H 0.889 -1.607 1.395
H -0.020 0.328 2.894
H -1.130 2.058 1.454
*
```

Atomic partial charges in e from the Mulliken method, atoms 1 to 5:
1. C -1.331
2. C 0.770
3. C -0.716
4. C -0.314
5. N -0.085

[3]
Formula: C4H12N3
Source: the OMol25 dataset
Level of theory: wB97M-V/def2-TZVPD

E, eV: -8800.335
HOMO, eV: -13.6
Maximum force, eV Å⁻¹: 6.6
ΔE to the lowest compared entry with this formula, charge and spin, kcal per mole: 170.6
LUMO, eV: -7.075

Structure (ORCA input):
```
! RIJCOSX wB97M-V def2-TZVPD def2/J DEFGRID3
* xyz 1 1
C 0.685 0.830 1.416
C -0.627 0.660 1.993
C -1.761 1.354 1.674
H 0.751 0.069 0.554
H 0.793 1.823 0.935
H 1.490 0.765 2.199
H -0.736 -0.120 2.808
H -2.629 1.134 2.231
H -1.738 2.092 0.926
N -0.922 -0.627 -1.163
C 0.540 -0.763 -1.035
N 0.693 -2.265 -0.968
N 1.394 0.390 -2.188
H -0.976 0.348 -1.519
H -1.246 -1.231 -1.896
H -0.052 -2.522 -0.295
H 0.442 -2.533 -1.944
H 1.766 0.888 -1.414
H 2.133 -0.292 -2.312
*
```

Atomic partial charges in e from the Mulliken method, atoms 1 to 5:
1. C -0.430
2. C 0.137
3. C -0.777
4. H -0.185
5. H 0.345

[4]
Formula: CH4NO3
Source: the OMol25 dataset
Level of theory: wB97M-V/def2-TZVPD

E, eV: -8736.803
HOMO, eV: -4.6
Maximum force, eV Å⁻¹: 2.2
ΔE to the lowest compared entry with this formula, charge and spin, kcal per mole: 3.2
LUMO, eV: 4.423

Structure (ORCA input):
```
! RIJCOSX wB97M-V def2-TZVPD def2/J DEFGRID3
* xyz -1 1
N 1.318 0.203 -0.378
C 0.074 0.239 -1.141
O -0.882 0.645 -0.434
O 0.150 -0.177 -2.299
H 2.220 0.232 -0.809
H 1.239 0.491 0.574
H -1.437 -1.317 1.617
H -1.272 0.092 0.994
O -1.411 -0.407 1.875
*
```

Atomic partial charges in e from the Mulliken method, atoms 1 to 5:
1. N -0.381
2. C 0.564
3. O -0.798
4. O -0.711
5. H 0.158

[5]
Formula: C4H13NO2
Source: the OMol25 dataset
Level of theory: wB97M-V/def2-TZVPD

E, eV: -9942.088
HOMO, eV: -9.0
Maximum force, eV Å⁻¹: 5.7
SMILES: CNC[C@H](C)O.O
ΔE to the lowest compared entry with this formula, charge and spin, kcal per mole: 48.6
LUMO, eV: 0.655

Structure (ORCA input):
```
! RIJCOSX wB97M-V def2-TZVPD def2/J DEFGRID3
* xyz 0 1
C -2.336 -1.162 -0.491
N -1.526 0.019 -0.464
C -0.119 -0.192 -0.886
C 0.640 1.004 -0.300
C 2.182 0.817 -0.540
O 0.536 1.317 1.102
H -3.229 -1.167 0.086
H -1.785 -2.090 -0.402
H -2.711 -1.221 -1.563
H -1.441 0.385 0.474
H 0.252 -1.224 -0.535
H 0.127 -0.177 -1.957
H 0.386 1.965 -0.833
H 2.601 1.712 -0.549
H 2.279 0.069 0.227
H 2.392 0.424 -1.515
H 0.708 2.299 1.064
O 0.704 -1.069 2.557
H -0.317 -1.242 2.682
H 0.656 -0.468 1.842
*
```

Atomic partial charges in e from the Mulliken method, atoms 1 to 5:
1. C -0.939
2. N -0.393
3. C -0.633
4. C -0.031
5. C -1.322

[6]
Formula: C30H60N2O7P
Source: the OMol25 dataset
Level of theory: wB97M-V/def2-TZVPD

E, eV: -58675.581
HOMO, eV: -10.7
Maximum force, eV Å⁻¹: 0.6
ΔE to the lowest compared entry with this formula, charge and spin, kcal per mole: 47.0
LUMO, eV: -2.866

Structure (ORCA input):
```
! RIJCOSX wB97M-V def2-TZVPD def2/J DEFGRID3
* xyz 1 1
C 5.040 -1.615 0.649
C 4.990 -1.805 -0.873
C 4.521 -0.555 -1.611
O 3.135 -0.691 -1.916
C 2.535 0.429 -2.482
C 1.926 1.395 -1.424
P 3.158 2.657 -0.692
C 4.295 3.081 -2.061
O 2.241 4.036 -0.664
C 1.404 0.595 -0.223
N 0.358 -0.337 -0.581
C -0.772 0.277 -1.308
C -2.131 -0.121 -0.712
C -2.918 -1.102 -1.598
C -2.279 -2.482 -1.742
C -1.999 -3.193 -0.415
C -3.287 -3.707 0.263
O -3.336 -3.471 1.651
C -3.691 -2.153 2.015
C -0.612 1.791 -1.416
C -1.703 2.450 -2.270
C -2.805 3.197 -1.538
C -2.955 3.236 -0.154
C -4.016 3.924 0.427
C -4.937 4.584 -0.368
C -4.788 4.568 -1.752
C -3.729 3.883 -2.325
N 0.736 2.065 -2.079
H 4.250 -0.942 0.995
H 4.941 -2.558 1.185
H 6.004 -1.199 0.947
H 5.966 -2.111 -1.250
H 4.278 -2.600 -1.110
H 5.094 -0.401 -2.533
H 4.687 0.323 -0.968
H 3.214 0.958 -3.158
H 1.714 0.048 -3.106
H 4.715 2.210 -2.560
H 3.863 3.750 -2.814
H 5.125 3.615 -1.592
H 2.177 4.498 -1.510
H 2.245 0.077 0.235
H 1.034 1.288 0.541
H 0.745 -1.116 -1.097
H -0.756 -0.108 -2.342
H -1.953 -0.551 0.274
H -2.772 0.748 -0.565
H -3.015 -0.614 -2.577
H -3.923 -1.144 -1.176
H -1.351 -2.402 -2.320
H -2.955 -3.117 -2.324
H -1.370 -4.059 -0.642
H -1.427 -2.577 0.280
H -3.348 -4.790 0.150
H -4.165 -3.264 -0.226
H -4.200 -1.621 1.201
H -2.811 -1.573 2.317
H -4.383 -2.197 2.858
H -0.554 2.287 -0.448
H -1.254 3.132 -3.003
H -2.173 1.659 -2.867
H -2.262 2.715 0.495
H -4.120 3.931 1.504
H -5.764 5.104 0.096
H -5.505 5.095 -2.368
H -3.617 3.878 -3.404
H 0.637 1.752 -3.049
H 0.853 3.079 -2.114
C -6.788 -1.423 -0.908
O -6.219 -0.364 -0.154
C -6.493 0.923 -0.690
C -7.608 1.623 0.053
O -8.847 0.962 -0.110
C -9.222 0.165 1.000
H -6.698 -2.335 -0.320
H -7.843 -1.250 -1.131
H -6.240 -1.553 -1.850
H -6.741 0.848 -1.754
H -5.578 1.520 -0.597
H -7.717 2.634 -0.354
H -7.353 1.713 1.114
H -9.532 0.792 1.842
H -8.407 -0.490 1.321
H -10.067 -0.446 0.689
C 10.358 -2.574 3.723
O 9.685 -2.000 4.828
C 8.846 -0.912 4.486
C 7.391 -1.320 4.423
O 7.139 -2.238 3.370
C 7.041 -3.583 3.806
H 10.803 -3.507 4.064
H 9.673 -2.786 2.898
H 11.156 -1.913 3.367
H 9.154 -0.474 3.531
H 8.963 -0.149 5.261
H 6.782 -0.430 4.235
H 7.080 -1.744 5.382
H 6.097 -3.752 4.336
H 7.873 -3.855 4.459
H 7.066 -4.216 2.921
*
```

Atomic partial charges in e from the Mulliken method, atoms 1 to 5:
1. C -1.017
2. C -0.674
3. C -0.001
4. O -0.353
5. C -1.603

Copy entry 5 word for word.
Formula: C4H13NO2
Source: the OMol25 dataset
Level of theory: wB97M-V/def2-TZVPD

E, eV: -9942.088
HOMO, eV: -9.0
Maximum force, eV Å⁻¹: 5.7
SMILES: CNC[C@H](C)O.O
ΔE to the lowest compared entry with this formula, charge and spin, kcal per mole: 48.6
LUMO, eV: 0.655

Structure (ORCA input):
```
! RIJCOSX wB97M-V def2-TZVPD def2/J DEFGRID3
* xyz 0 1
C -2.336 -1.162 -0.491
N -1.526 0.019 -0.464
C -0.119 -0.192 -0.886
C 0.640 1.004 -0.300
C 2.182 0.817 -0.540
O 0.536 1.317 1.102
H -3.229 -1.167 0.086
H -1.785 -2.090 -0.402
H -2.711 -1.221 -1.563
H -1.441 0.385 0.474
H 0.252 -1.224 -0.535
H 0.127 -0.177 -1.957
H 0.386 1.965 -0.833
H 2.601 1.712 -0.549
H 2.279 0.069 0.227
H 2.392 0.424 -1.515
H 0.708 2.299 1.064
O 0.704 -1.069 2.557
H -0.317 -1.242 2.682
H 0.656 -0.468 1.842
*
```

Atomic partial charges in e from the Mulliken method, atoms 1 to 5:
1. C -0.939
2. N -0.393
3. C -0.633
4. C -0.031
5. C -1.322

HOMO of number 4 (CH4NO3)?
-4.6 eV

Which of these has the highest HOMO?
CH4NO3

What is the formula in the sixth record?
C30H60N2O7P